*A*
25
Properties=species:S:1:pos:R:3 method="wB97M-V/def2-TZVPD" charge=0 smiles="CC1=Cc2nc(C)sc2C1(C)C" orbital_gap_ev=8.3
C 1.18 1.13 0.04
C 0.91 -0.24 0.10
C 3.27 0.38 -0.15
C -0.04 1.86 -0.02
C -1.12 0.95 -0.14
C -0.61 -0.46 0.03
C 4.70 0.46 0.12
C -2.55 1.34 -0.05
C -1.16 -1.08 1.32
C -1.02 -1.32 -1.23
N 2.49 1.44 -0.05
S 2.30 -1.13 -0.15
H -0.13 2.88 -0.21
H 5.21 -0.59 -0.02
H 5.29 1.19 -0.64
H 4.86 0.78 1.16
H -2.63 2.35 -0.16
H -3.07 1.12 0.94
H -3.04 0.67 -0.81
H -2.22 -1.23 1.32
H -0.65 -0.71 2.33
H -0.71 -2.13 1.25
H -1.12 -2.41 -1.08
H -0.50 -0.98 -2.10
H -2.11 -1.15 -1.31


*B*
25
Properties=species:S:1:pos:R:3 method="wB97M-V/def2-TZVPD" charge=0 orbital_gap_ev="6.9 / 6.9"
C 3.47 0.60 0.34
C 2.79 1.62 -0.39
C 2.74 -0.54 0.54
C 1.42 1.58 -0.64
C 1.34 -0.60 0.32
C 0.65 0.50 -0.25
C -2.44 2.05 1.52
C -1.64 0.65 -1.96
C -0.52 -2.17 -0.10
C -1.52 -1.10 0.29
N 0.72 -1.86 0.48
S -1.19 0.69 -0.30
H 4.46 0.58 0.66
H 3.28 2.51 -0.61
H 3.26 -1.34 0.94
H 0.97 2.48 -1.14
H -3.33 2.53 0.95
H -1.58 2.65 1.51
H -2.45 1.38 -2.07
H -0.98 0.65 -2.76
H -0.91 -3.11 0.25
H -0.59 -2.28 -1.19
H -2.58 -1.27 -0.15
H -1.65 -0.99 1.39
H 0.93 -2.42 1.31


Which one sits at the top of the stability order? *A* does.


*A*
45
Properties=species:S:1:pos:R:3 method="wB97M-V/def2-TZVPD" charge=0 smiles="CCOC(=O)c1ccc(NC(=O)CCOc2ccc(C)cc2)cc1" orbital_gap_ev=8.9
C -8.37 1.98 0.96
C -7.81 0.96 -0.01
H -7.94 1.28 -1.05
H -8.29 -0.02 0.11
O -6.41 0.81 0.26
C -5.74 -0.01 -0.56
O -6.27 -0.61 -1.47
C -4.30 -0.11 -0.21
C -3.75 0.59 0.86
C -2.41 0.47 1.14
C -1.59 -0.34 0.36
C -2.14 -1.04 -0.71
C -3.48 -0.92 -0.99
H -3.93 -1.46 -1.82
H -1.51 -1.67 -1.32
N -0.24 -0.42 0.70
C 0.77 -1.12 0.09
O 0.64 -1.80 -0.89
C 2.10 -0.92 0.80
H 2.43 0.12 0.65
C 3.17 -1.86 0.24
O 4.45 -1.60 0.77
C 5.16 -0.53 0.31
C 6.37 -0.29 0.96
C 7.17 0.76 0.58
C 6.80 1.61 -0.46
C 5.60 1.37 -1.10
C 4.78 0.32 -0.73
H 3.85 0.16 -1.27
H 5.29 2.01 -1.91
C 7.69 2.75 -0.86
H 7.90 3.39 -0.01
H 7.22 3.35 -1.64
H 8.64 2.37 -1.24
H 8.11 0.93 1.09
H 6.65 -0.95 1.76
H 3.17 -1.82 -0.86
H 2.94 -2.89 0.54
H 1.99 -1.08 1.87
H 0.02 0.13 1.51
H -1.98 1.02 1.97
H -4.38 1.23 1.46
H -7.88 2.94 0.84
H -9.44 2.11 0.78
H -8.23 1.64 1.99


*B*
45
Properties=species:S:1:pos:R:3 method="wB97M-V/def2-TZVPD" charge=0 smiles="CCCOC(=O)c1ccc(NC(=O)CCOc2ccccc2)cc1" orbital_gap_ev=9.2
C 8.71 -1.13 1.13
C 7.21 -0.87 1.07
C 6.72 -0.80 -0.38
H 6.94 -1.73 -0.91
H 7.20 0.04 -0.89
O 5.31 -0.65 -0.45
C 4.82 0.59 -0.31
O 5.51 1.57 -0.15
C 3.34 0.63 -0.39
C 2.71 1.86 -0.28
C 1.33 1.95 -0.35
C 0.56 0.79 -0.52
C 1.20 -0.44 -0.62
C 2.57 -0.52 -0.56
H 3.06 -1.48 -0.63
H 0.60 -1.33 -0.76
N -0.82 0.95 -0.59
C -1.79 -0.01 -0.74
O -1.58 -1.19 -0.84
C -3.19 0.57 -0.73
H -3.22 1.58 -1.13
C -3.71 0.59 0.72
H -3.10 1.26 1.33
O -5.02 1.10 0.81
C -6.08 0.33 0.45
C -6.02 -1.01 0.06
C -7.18 -1.68 -0.27
C -8.41 -1.05 -0.21
C -8.47 0.28 0.17
C -7.32 0.96 0.50
H -7.35 2.00 0.81
H -9.43 0.78 0.22
H -9.31 -1.59 -0.47
H -7.12 -2.72 -0.57
H -5.08 -1.53 0.01
H -3.65 -0.42 1.15
H -3.84 -0.07 -1.33
H -1.14 1.90 -0.51
H 0.84 2.91 -0.28
H 3.31 2.75 -0.15
H 6.97 0.07 1.56
H 6.67 -1.67 1.58
H 8.96 -2.07 0.64
H 9.25 -0.33 0.63
H 9.04 -1.17 2.16


Which one sits at the top of the stability order? *A* does.


*A*
27
Properties=species:S:1:pos:R:3 method="wB97M-V/def2-TZVPD" charge=0 smiles="C=CCNC=C.O.O.O.O" orbital_gap_ev=8.3
C 0.27 2.39 -1.80
C -0.42 1.25 -1.88
N -0.19 0.23 -0.96
C -0.97 -1.01 -0.99
C -0.86 -3.04 0.48
C -0.28 -2.07 -0.21
H 0.97 2.59 -1.00
H -0.02 3.15 -2.51
H -1.17 1.01 -2.62
H 0.76 0.13 -0.66
H -1.06 -1.32 -2.05
H -1.96 -0.73 -0.63
H -0.40 -3.79 1.09
H -1.91 -3.22 0.28
H 0.80 -1.90 -0.17
H 2.68 -0.56 3.24
H 2.34 -0.91 1.90
O 2.00 -0.32 2.60
H -1.45 1.63 0.80
H -1.20 2.94 1.77
O -1.77 2.22 1.49
H -1.18 0.87 3.98
H -0.08 0.29 3.24
O -0.29 0.53 4.15
H 1.39 -0.10 -3.86
H 2.47 0.00 -2.76
O 1.56 -0.25 -2.93


*B*
27
Properties=species:S:1:pos:R:3 method="wB97M-V/def2-TZVPD" charge=0 smiles=OC[C@@H]1CCCN1.O.O.O orbital_gap_ev=8.7
N -0.31 1.09 0.09
C -0.11 2.25 0.97
C 1.48 2.63 0.82
C 1.71 2.14 -0.56
C 0.62 1.23 -1.03
C 1.31 -0.17 -1.45
O 0.58 -1.04 -2.29
H -1.25 0.91 -0.22
H -0.45 1.98 1.99
H -0.94 3.15 0.92
H 1.97 1.79 1.50
H 1.55 3.83 0.92
H 1.98 2.97 -1.19
H 2.71 1.68 -0.69
H 0.12 1.53 -2.05
H 2.19 0.03 -2.02
H 1.64 -0.75 -0.48
H -0.19 -1.46 -1.88
H -1.73 -3.33 0.54
H -1.55 -2.22 1.88
O -1.95 -2.47 1.01
H 0.45 -1.87 2.87
H 1.16 -3.21 2.45
O 0.46 -2.90 3.07
H -2.82 -1.81 -1.35
H -2.99 -0.70 -0.36
O -2.81 -0.92 -1.28


Which one sits at the top of the stability order? *A* does.